Entry 1:
38
Properties=species:S:1:pos:R:3:forces:R:3:nbo_charge:R:1 method="wB97M-V/def2-TZVPD" homo_ev=-9.18 homo_lumo_gap_ev=9.7854 e_above_lowest_ev=0.030 total_charge=0 smiles="Cc1ccc(C(=O)NCCNC(=O)c2ccccn2)cc1"
C -5.85852 -1.76771 0.71095 -0.03 0.02 -0.02 -0.63
C -4.62579 -1.00241 0.34092 0.08 0.01 0.05 0.00
C -3.79789 -0.45822 1.31430 -0.11 -0.05 -0.01 -0.24
C -2.67139 0.26574 0.96775 0.09 0.10 -0.18 -0.13
C -2.34625 0.45682 -0.37082 -0.19 -0.27 0.03 -0.17
C -1.13260 1.20371 -0.80863 -0.07 0.14 0.08 0.66
O -0.49709 0.90197 -1.79930 0.02 -0.12 -0.20 -0.62
N -0.81079 2.26803 -0.02732 0.01 0.15 0.30 -0.62
C 0.39438 3.03599 -0.22456 0.40 0.01 0.09 -0.24
C 1.43859 2.71478 0.85558 0.01 0.21 -0.24 -0.23
N 1.80580 1.32569 0.81662 -0.30 -0.06 0.03 -0.61
C 2.99519 0.88793 0.35644 -0.26 0.24 0.27 0.65
O 3.95028 1.60392 0.12349 0.26 0.00 -0.17 -0.62
C 3.02746 -0.60076 0.18795 0.34 -0.49 -0.22 0.09
C 4.16889 -1.22114 -0.30724 -0.14 0.16 0.09 -0.20
C 4.15024 -2.59490 -0.48025 -0.13 0.01 0.05 -0.17
C 2.99720 -3.29114 -0.15341 0.06 0.10 0.00 -0.25
C 1.91252 -2.57733 0.33818 -0.04 -0.38 -0.02 0.04
N 1.92192 -1.26958 0.50738 -0.03 0.33 0.03 -0.43
C -3.15867 -0.11001 -1.34897 0.12 0.09 0.01 -0.15
C -4.28731 -0.82109 -0.99667 0.04 0.04 0.07 -0.22
H -5.88887 -1.96971 1.77858 -0.05 -0.04 0.05 0.22
H -6.74734 -1.19642 0.44304 -0.09 -0.02 0.02 0.22
H -5.89784 -2.71281 0.17234 -0.05 -0.08 0.01 0.22
H -4.03492 -0.60553 2.35856 -0.03 -0.03 0.09 0.21
H -2.03327 0.65147 1.75116 0.06 0.04 0.05 0.20
H -1.37731 2.48075 0.77773 -0.08 -0.07 -0.14 0.39
H 0.16309 4.10483 -0.21299 0.02 -0.06 -0.04 0.20
H 0.78488 2.75671 -1.20609 -0.03 0.14 0.11 0.24
H 2.34827 3.29330 0.67916 -0.12 0.02 0.10 0.24
H 1.03924 2.96179 1.84640 0.08 0.06 -0.07 0.18
H 1.08129 0.62134 0.87669 0.11 0.02 0.03 0.42
H 5.03105 -0.61844 -0.54507 0.05 0.06 -0.02 0.24
H 5.01649 -3.11323 -0.86541 0.05 -0.02 -0.02 0.22
H 2.93693 -4.36132 -0.27687 -0.03 -0.08 0.00 0.22
H 0.98979 -3.07498 0.60843 -0.01 -0.12 -0.02 0.19
H -2.88587 0.02148 -2.38510 0.04 0.00 -0.09 0.23
H -4.91543 -1.24826 -1.76515 -0.06 -0.04 -0.09 0.21

=====

Entry 2:
62
Properties=species:S:1:pos:R:3:forces:R:3:nbo_charge:R:1 method="wB97M-V/def2-TZVPD" homo_ev=-8.60 homo_lumo_gap_ev=9.1797 e_above_lowest_ev=1.469 total_charge=0 smiles="CCC(=O)N1c2ccc(S(=O)(=O)CCC(=O)NCCC3=CCCCC3)cc2C[C@H]1C"
C -2.33012 -2.81148 -1.98538 0.08 0.03 -0.08 -0.60
C -1.85110 -2.57445 -3.41714 -0.10 -0.08 0.00 -0.49
C -2.67578 -1.51441 -4.11355 0.31 -0.45 0.02 0.70
O -3.41640 -1.79849 -5.03460 -0.13 -0.09 -0.11 -0.61
N -2.62997 -0.22366 -3.66050 -0.36 0.18 -0.09 -0.45
C -1.88168 0.42532 -2.68396 0.27 0.45 0.48 0.19
C -0.68957 0.06680 -2.06652 0.02 0.01 0.00 -0.27
C -0.13264 0.92729 -1.13060 0.03 -0.16 0.02 -0.11
C -0.75289 2.12179 -0.82477 0.32 0.45 0.38 -0.37
S -0.00949 3.21435 0.38227 -0.28 0.26 -0.26 2.16
O 0.33760 2.45134 1.55687 0.13 -0.20 -0.14 -0.96
O -0.88404 4.34230 0.58019 -0.10 0.13 -0.32 -0.95
C 1.54208 3.83433 -0.38619 -0.46 -0.39 0.24 -0.63
C 2.66149 3.67673 0.62175 -0.15 -0.29 0.02 -0.51
C 2.84503 2.18585 0.90546 0.54 0.51 0.28 0.71
O 2.76929 1.36042 0.01548 -0.08 -0.21 -0.35 -0.67
N 3.18572 1.88290 2.17214 0.17 0.07 0.34 -0.60
C 3.17841 0.51542 2.64510 -0.02 -0.17 0.07 -0.22
C 1.89031 0.20787 3.42318 0.02 -0.13 -0.34 -0.43
C 1.72016 -1.26931 3.63729 0.13 0.28 0.13 0.02
C 0.82588 -1.97316 2.95729 -0.18 -0.11 -0.03 -0.19
C 0.62269 -3.45028 3.10285 0.17 -0.12 0.00 -0.43
C 1.78468 -4.10835 3.84110 -0.24 0.00 0.14 -0.39
C 2.14121 -3.28229 5.07092 0.27 -0.03 -0.14 -0.39
C 2.64595 -1.90925 4.63630 -0.16 -0.23 0.08 -0.44
C -1.93137 2.50720 -1.44500 0.04 0.00 -0.02 -0.16
C -2.48259 1.65778 -2.37497 0.13 -0.15 -0.03 -0.04
C -3.72633 1.83560 -3.18962 -0.08 -0.13 0.09 -0.44
C -3.59464 0.72756 -4.24191 -0.32 0.19 -0.51 -0.03
C -3.05944 1.25595 -5.56972 -0.12 -0.21 0.14 -0.62
H -1.75347 -3.61335 -1.53044 0.01 -0.04 0.09 0.22
H -3.37796 -3.10297 -1.98917 -0.08 -0.03 0.03 0.22
H -2.22181 -1.91944 -1.37346 -0.02 0.00 0.11 0.21
H -0.79322 -2.31593 -3.44275 0.03 -0.02 -0.03 0.21
H -1.98453 -3.48995 -3.99705 0.05 0.18 -0.04 0.24
H -0.17067 -0.84630 -2.29670 0.03 -0.10 -0.03 0.22
H 0.79806 0.67617 -0.64583 0.12 -0.09 0.02 0.26
H 1.72482 3.21954 -1.26384 0.03 0.02 -0.06 0.26
H 1.35546 4.86685 -0.66372 -0.11 0.03 -0.02 0.25
H 3.59657 4.06893 0.21256 -0.08 -0.01 0.02 0.25
H 2.41760 4.21612 1.53663 0.13 0.05 0.03 0.22
H 3.05401 2.58918 2.87958 -0.03 0.07 -0.19 0.39
H 4.06256 0.35303 3.26852 -0.03 -0.08 -0.10 0.19
H 3.23838 -0.12269 1.76124 0.05 0.03 0.15 0.23
H 1.05258 0.60855 2.84948 0.03 -0.04 0.07 0.24
H 1.92216 0.72452 4.38659 -0.05 0.06 0.04 0.19
H 0.17105 -1.47329 2.25599 -0.07 0.21 -0.07 0.20
H 0.49961 -3.90050 2.11419 -0.07 -0.02 0.02 0.21
H -0.31008 -3.62436 3.65088 -0.03 -0.07 -0.06 0.21
H 1.51763 -5.12732 4.12833 0.05 -0.02 -0.05 0.21
H 2.65321 -4.16011 3.18121 0.06 -0.05 -0.04 0.19
H 1.25210 -3.16280 5.69340 -0.03 0.00 0.08 0.20
H 2.90437 -3.78969 5.66468 -0.05 0.01 0.06 0.21
H 2.75215 -1.25691 5.50702 0.06 0.06 -0.02 0.21
H 3.63884 -2.01248 4.18603 0.09 0.04 0.07 0.21
H -2.38126 3.45148 -1.18334 -0.12 0.13 -0.02 0.25
H -3.78391 2.82272 -3.64571 -0.04 0.00 -0.04 0.23
H -4.61210 1.69860 -2.56494 -0.03 0.01 -0.02 0.23
H -4.53151 0.19321 -4.41961 0.16 0.11 0.08 0.23
H -2.10759 1.76109 -5.41688 0.10 0.11 0.01 0.20
H -3.76780 1.95593 -6.00466 -0.06 0.12 -0.06 0.21
H -2.91768 0.43048 -6.26197 0.03 -0.02 -0.06 0.23

=====

Entry 3:
86
Properties=species:S:1:pos:R:3:forces:R:3:mulliken_charge:R:1 method="wB97M-V/def2-TZVPD" homo_ev=-7.95 homo_lumo_gap_ev=8.6690 total_charge=0 smiles=CCCCCCCCCCC[PH3]C[C@@H]1CO1.C1CCOC1.C1CCOC1.C1CCOC1
C 3.38005 4.12132 -5.33411 -0.46 -0.45 -0.03 -1.31
C 3.11844 2.61412 -5.53276 -0.45 0.58 0.42 0.22
C 1.61367 2.30708 -5.60644 0.49 -0.11 0.23 -1.04
C 0.97329 2.37051 -4.21900 0.24 -0.07 -0.62 0.71
C -0.50800 2.01611 -4.23048 -0.16 0.35 0.67 -1.04
C -1.07784 1.53636 -2.88591 -0.43 -0.03 -0.34 -0.48
C -0.92456 0.03853 -2.62008 0.35 0.18 0.01 -0.63
C 0.46472 -0.46579 -2.22547 -0.37 -0.46 0.39 -0.42
C 0.88750 -0.17296 -0.78475 0.70 0.08 -0.36 -0.59
C 1.27320 1.28157 -0.46377 -0.43 -0.02 0.52 -0.48
C 2.56737 1.39878 0.33951 -0.31 0.14 -0.61 -1.27
P 4.09395 1.28706 -0.83700 -0.22 0.11 0.16 0.46
C 5.55780 1.21676 -2.06281 0.53 -0.88 -0.05 -1.12
C 5.86252 -0.21965 -2.47858 -0.25 0.92 -1.21 0.26
C 4.88444 -0.85545 -3.40325 -0.52 -1.34 2.87 -0.08
O 5.05816 -1.19955 -1.93021 0.08 -0.45 0.05 -0.45
H 2.55822 4.67389 -5.78865 0.13 0.23 -0.22 0.33
H 3.35538 4.37566 -4.27763 0.18 0.09 0.11 0.34
H 4.32198 4.43728 -5.76866 0.12 0.12 0.03 0.37
H 3.64761 2.24023 -6.40417 0.03 -0.08 -0.10 0.42
H 3.47991 2.10540 -4.63810 0.36 -0.33 -0.16 -0.33
H 1.12458 3.01127 -6.27966 -0.10 -0.02 -0.18 0.29
H 1.48641 1.30054 -6.00715 -0.17 -0.07 -0.09 0.46
H 1.11610 3.37810 -3.82664 -0.09 0.09 0.19 0.35
H 1.55927 1.71323 -3.58018 -0.10 -0.12 0.15 -0.47
H -0.75596 1.27829 -4.99412 0.17 -0.11 -0.13 0.33
H -1.05048 2.92669 -4.49031 -0.07 0.02 -0.24 0.45
H -0.70215 2.15134 -2.07109 0.15 -0.01 0.12 0.18
H -2.15144 1.73596 -2.91387 -0.09 0.00 0.04 0.40
H -1.23675 -0.48610 -3.52571 -0.05 -0.04 -0.10 0.53
H -1.62298 -0.26865 -1.84060 -0.07 0.02 0.11 0.02
H 0.43077 -1.55551 -2.30576 0.04 -0.08 -0.11 0.42
H 1.24769 -0.14541 -2.91049 0.00 0.11 -0.13 -0.25
H 1.77147 -0.79134 -0.59779 0.05 -0.07 0.04 0.46
H 0.13395 -0.53335 -0.08626 -0.18 0.03 0.03 0.46
H 0.46008 1.73546 0.10738 -0.07 0.11 -0.03 0.57
H 1.34616 1.88760 -1.36730 0.11 -0.04 -0.17 0.08
H 2.57372 0.63654 1.11954 0.19 0.00 0.13 0.22
H 2.58429 2.39461 0.78475 0.20 0.00 0.32 0.63
H 3.20711 0.97036 -1.90666 0.00 -0.02 -0.05 -0.21
H 4.71925 0.32892 -0.00201 0.22 0.15 0.06 -0.10
H 4.35537 2.67164 -0.62703 0.03 -0.09 -0.05 -0.04
H 5.32912 1.74719 -2.98643 -0.01 0.48 0.12 0.26
H 6.46200 1.62064 -1.60592 -0.07 0.33 0.10 0.56
H 6.90605 -0.47641 -2.65136 0.01 -0.13 0.22 0.42
H 3.87226 -0.47663 -3.36516 0.02 0.44 -1.13 -0.29
H 5.06272 -1.81771 -3.85710 0.23 0.41 -0.95 0.37
C -5.63045 -2.04517 0.77407 -0.10 0.04 -0.08 -0.38
C -5.27879 -2.97112 -0.38751 0.06 -0.06 0.06 -0.62
C -4.45851 -2.04870 -1.28028 -0.04 0.09 -0.02 -0.44
O -3.80120 -1.12513 -0.41099 -0.06 -0.04 -0.02 -0.31
C -4.35933 -1.22102 0.90523 0.15 -0.07 0.07 -0.32
H -5.88643 -2.56648 1.69510 0.04 0.00 0.02 0.09
H -6.47130 -1.40381 0.49848 0.00 0.00 0.01 0.31
H -4.66022 -3.79837 -0.03136 0.00 0.00 -0.01 0.27
H -6.14605 -3.38948 -0.89643 -0.01 0.02 -0.01 0.37
H -5.10090 -1.48520 -1.96628 -0.02 -0.06 -0.03 0.30
H -3.71014 -2.58217 -1.86824 0.04 0.04 0.00 0.26
H -3.63380 -1.71547 1.55695 -0.05 0.02 0.07 0.17
H -4.54174 -0.21823 1.29176 0.05 0.03 -0.03 0.29
C 3.13558 0.12162 4.37883 0.08 0.04 0.05 -0.48
C 2.54914 -0.51093 5.63826 -0.08 -0.06 -0.05 -0.55
C 1.93895 0.69800 6.33511 0.09 0.08 0.01 -0.49
O 1.53562 1.59817 5.30216 0.05 -0.04 0.00 -0.44
C 2.09131 1.18060 4.05278 -0.12 -0.07 -0.02 -0.14
H 3.29063 -0.58374 3.56370 -0.02 -0.01 0.00 0.33
H 4.09356 0.59408 4.60781 0.00 0.00 -0.01 0.29
H 1.76743 -1.22453 5.36834 0.00 0.00 0.01 0.26
H 3.28344 -1.02777 6.25430 0.02 0.02 0.00 0.34
H 2.67530 1.20352 6.96977 0.00 -0.05 0.04 0.28
H 1.07274 0.44353 6.94693 -0.03 0.04 -0.02 0.27
H 1.28520 0.76598 3.43726 0.05 0.00 -0.06 0.15
H 2.51051 2.04396 3.53595 -0.04 0.05 0.03 0.18
C -5.29354 -3.92253 5.63040 0.05 0.04 0.08 -0.56
C -6.36869 -2.83995 5.59126 -0.05 -0.05 -0.09 -0.53
C -5.59144 -1.65378 5.03711 0.08 0.03 0.07 -0.42
O -4.58468 -2.19633 4.17831 -0.05 -0.05 0.02 -0.34
C -4.49697 -3.60986 4.37138 -0.06 0.00 -0.09 -0.38
H -5.69007 -4.93649 5.63769 -0.01 0.00 -0.02 0.33
H -4.66596 -3.79517 6.51507 0.01 -0.01 -0.01 0.26
H -7.16337 -3.12737 4.89884 0.00 0.01 0.00 0.27
H -6.82057 -2.63276 6.55979 0.02 0.00 0.01 0.34
H -5.09869 -1.09189 5.83738 -0.05 0.01 0.02 0.29
H -6.21617 -0.96572 4.46617 0.04 0.01 -0.04 0.25
H -4.92899 -4.10864 3.49546 0.02 -0.06 0.02 0.22
H -3.44778 -3.89616 4.44871 0.02 0.05 -0.03 0.30

=====

Entry 4:
67
Properties=species:S:1:pos:R:3:forces:R:3:nbo_charge:R:1 method="wB97M-V/def2-TZVPD" homo_ev=-6.90 homo_lumo_gap_ev=7.0251 e_above_lowest_ev=0.297 total_charge=0
K -0.01387 -0.53323 -0.06557 0.13 0.31 -0.25 0.88
N 2.22352 -2.28415 0.07952 0.40 1.18 0.09 -0.87
C 2.43980 -2.87878 1.37883 -1.23 -0.13 -0.09 -0.22
C 1.10088 -3.52790 1.85130 0.08 1.08 0.19 -0.22
N -0.01455 -2.55738 2.07374 0.92 -0.70 -1.11 -0.65
C 0.00604 -1.83134 3.31378 -0.66 -0.01 0.52 -0.23
C 0.67718 -0.46297 3.32209 0.16 0.29 1.60 -0.22
N 0.11701 0.57591 2.48970 0.16 0.11 -0.56 -0.86
H 2.93365 -1.57647 -0.12799 -0.42 -0.25 -0.21 0.40
H 2.15949 -2.93001 -0.68577 0.09 -0.36 -0.16 0.36
H 3.18093 -3.65801 1.34674 0.52 -0.54 0.25 0.17
H 2.81334 -2.08776 2.04602 -0.29 -0.37 0.00 0.19
H 0.75938 -4.20898 1.06997 0.12 0.01 -0.11 0.20
H 1.27153 -4.12965 2.74831 0.08 -0.03 0.21 0.17
H -0.86810 -3.07601 1.95144 -0.22 0.06 0.19 0.36
H -1.05040 -1.71217 3.64378 0.55 0.06 -0.09 0.19
H 0.51134 -2.42563 4.09320 -0.08 0.10 0.07 0.18
H 0.62310 -0.16135 4.41553 0.43 -0.32 -0.87 0.17
H 1.73121 -0.53606 3.02910 -0.16 -0.16 0.25 0.19
H -0.80054 0.88572 2.76350 -0.29 -0.02 0.21 0.36
H 0.73050 1.38295 2.54602 -0.22 0.04 -0.19 0.38
C 1.05481 -1.19299 -5.01878 -0.72 -0.48 -0.72 -0.67
C 0.79002 -1.34039 -3.57309 0.12 0.44 1.23 0.16
N 1.10461 -0.43881 -2.70034 -0.20 -0.65 0.24 -0.22
N 1.67037 0.64738 -3.23957 0.67 1.10 -1.06 -0.48
C 2.44789 1.40370 -2.49863 -0.50 -0.36 0.15 0.31
N 3.07921 2.43864 -3.13760 0.10 0.48 0.36 -0.81
S 2.81631 1.20255 -0.82476 0.06 -0.11 0.50 -0.57
C 0.23511 -2.60130 -3.02342 -0.19 -0.61 0.02 0.18
C 0.51618 -3.84185 -3.62845 -0.23 -0.38 0.90 -0.25
C 0.06256 -5.04231 -3.04037 0.22 1.83 -0.41 -0.16
C -0.73352 -4.93394 -1.91501 -0.36 -0.47 0.11 -0.29
C -1.04179 -3.65272 -1.42503 0.07 -0.12 0.87 0.05
N -0.52672 -2.53876 -1.90237 0.29 0.20 -1.27 -0.45
H 0.62422 -0.27488 -5.44644 0.35 -0.22 0.33 0.25
H 0.60678 -2.04155 -5.51945 -0.32 -0.13 -0.35 0.20
H 2.09922 -1.26936 -5.25533 0.69 0.42 -0.03 0.23
H 2.78292 2.73843 -4.05507 -0.15 -0.29 0.12 0.39
H 3.47502 3.14626 -2.52474 -0.16 -0.40 -0.33 0.40
H 1.16648 -3.91377 -4.47833 0.10 0.19 -0.35 0.22
H 0.33822 -5.97729 -3.50833 -0.10 -0.13 0.24 0.22
H -1.08694 -5.86982 -1.48328 -0.23 0.49 0.24 0.22
H -1.67834 -3.41275 -0.54566 0.27 -0.99 -0.53 0.19
I 2.70384 7.07413 3.66459 0.01 0.06 -0.05 0.16
C 2.02881 5.61504 2.37920 0.38 -0.80 0.27 -0.32
C 2.76936 4.59616 1.80028 -0.36 0.03 -0.77 -0.08
N 1.86133 3.85731 1.10227 1.01 -0.80 0.43 -0.34
N 0.60201 4.25711 1.26743 -0.01 -0.02 0.31 -0.27
C 0.69360 5.30895 2.06463 0.14 0.36 -0.21 -0.09
H 3.83478 4.35220 1.73295 -0.61 0.27 0.20 0.24
H 2.07378 2.93715 0.68057 -0.21 0.64 -0.40 0.45
H -0.17132 5.84381 2.39004 -0.39 0.17 -0.01 0.21
C -4.29165 4.26919 -0.38716 1.15 -0.08 -0.71 -0.64
C -3.75260 3.00662 0.15566 -0.77 0.29 0.41 0.18
C -4.31158 2.19170 1.10487 0.87 -0.60 -0.67 -0.37
C -3.54586 0.99287 1.02443 -0.69 -0.47 1.44 0.16
N -2.57481 1.10452 0.16227 0.65 0.50 -0.86 -0.32
N -2.72948 2.35096 -0.37275 1.38 -0.58 -0.76 -0.34
C -3.74811 -0.32211 1.77525 1.88 1.43 0.59 -0.63
H -4.88110 4.77952 0.31928 -0.64 0.65 0.97 0.23
H -4.91946 4.03257 -1.22261 -0.44 -0.08 -0.59 0.23
H -3.50704 4.92877 -0.75435 0.06 0.11 0.07 0.22
H -5.13271 2.48073 1.69719 -0.80 -0.14 0.62 0.22
H -2.03220 2.71051 -1.03128 -0.54 -0.36 0.50 0.42
H -4.62406 -0.76425 1.39604 -1.04 -0.94 -0.25 0.22
H -3.83065 -0.14284 2.86529 -0.23 -0.06 -0.55 0.22
H -2.84895 -0.96181 1.64670 -0.67 0.24 -0.18 0.21